Record 1
C3H4N2O | ωB97M-V with the def2-TZVPD basis set

HOMO-LUMO gap = 9.79 eV
F_max = 0.40 eV/Å
Structure (SMILES) = Oc1cn[nH]c1
Lowest unoccupied orbital energy = 0.80 eV
ΔE to the lowest compared entry with this formula, charge and spin = 127.3 kJ/mol

The geometry in ORCA input format:
```
! RIJCOSX wB97M-V def2-TZVPD def2/J DEFGRID3
* xyz 0 1
O 2.08008 -0.04275 -0.10584
C 0.72043 0.07584 -0.01450
C -0.03525 1.18148 -0.44980
N -1.33086 0.99228 -0.24376
N -1.40873 -0.21672 0.31747
C -0.20278 -0.81493 0.48807
H 2.26643 -0.87315 -0.55858
H 0.33733 2.09970 -0.87966
H -2.31446 -0.61712 0.49361
H -0.11218 -1.78462 0.95299
*
```

Mulliken population analysis, charges in e, atoms 1 to 4: -0.55 0.69 -0.41 -0.76

=====

Record 2
C5H36O15 | ωB97M-V with the def2-TZVPD basis set

HOMO-LUMO gap = 9.20 eV
F_max = 3.67 eV/Å
Lowest unoccupied orbital energy = 0.07 eV
ΔE to the lowest compared entry with this formula, charge and spin = 308.4 kJ/mol

The geometry in ORCA input format:
```
! RIJCOSX wB97M-V def2-TZVPD def2/J DEFGRID3
* xyz 0 1
C 1.83202 0.88379 0.71750
C -2.19055 -1.27563 2.47398
C -1.50279 -0.95391 1.39866
O -2.08774 -1.09637 0.14181
C -0.11680 -0.53172 1.31512
C 0.50733 0.28147 0.44590
H 1.87789 1.28158 1.74687
H 2.62163 0.18146 0.57990
H 2.11026 1.85808 0.33154
H -3.25310 -1.54573 2.55807
H -1.83321 -1.14058 3.49034
H -2.30071 -2.01339 -0.10897
H 0.38488 -0.70097 2.32227
H -0.12703 0.40058 -0.46039
H 2.80964 -1.62865 -2.36445
H 3.30255 -0.88148 -3.63406
O 3.55461 -1.26148 -2.79536
H 3.45806 1.64848 -2.49980
H 2.01424 1.39212 -2.35109
O 2.68147 1.44080 -3.06347
H -2.38762 -2.90540 -2.36131
H -2.19774 -2.13570 -3.66436
O -2.86277 -2.63480 -3.15665
H 0.07937 2.61719 4.03408
H 0.26673 1.93275 2.63769
O 0.55869 1.93374 3.54884
H 2.42410 -3.37275 -0.76161
H 2.18537 -2.13387 0.15820
O 1.79685 -2.65796 -0.54388
H -0.01179 -0.92693 4.80783
H 0.57261 0.45839 4.19474
O 0.69373 -0.52559 4.28936
H 0.23160 -1.62862 -2.30584
H -0.81687 -0.94742 -1.36602
O -0.57388 -1.11920 -2.29133
H 0.06655 0.61744 -4.47516
H 1.22587 1.33155 -4.33979
O 0.36578 1.48436 -4.73783
H -2.94803 0.31826 -0.60025
H -3.53385 1.83341 -0.91774
O -2.85582 1.18748 -1.04427
H 3.51422 -1.81768 2.35814
H 1.99885 -1.48759 2.66871
O 2.61822 -2.01093 2.14252
H -3.54064 2.53025 2.47660
H -3.62382 3.57361 1.16034
O -3.32839 2.76269 1.57638
H -0.26642 -3.59560 0.49938
H 0.03261 -4.28630 -0.84400
O -0.55784 -3.69623 -0.41737
H -0.40633 2.10759 -1.97775
H -1.68681 2.44050 -1.34162
O -0.72469 2.66966 -1.26512
H -0.36750 3.25448 0.35879
H 0.19067 4.63057 0.35256
O 0.12635 3.86025 0.90340
*
```

Mulliken population analysis, charges in e, atoms 1 to 4: -1.34 -1.10 -0.14 -0.30

=====

Record 3
C4H6O4 | ωB97M-V with the def2-TZVPD basis set

HOMO-LUMO gap (alpha / beta) = 7.56 / 8.12 eV
F_max = 3.30 eV/Å
Lowest unoccupied orbital energy (alpha / beta) = -0.19 / -0.03 eV
ΔE to the lowest compared entry with this formula, charge and spin = 569.8 kJ/mol

The geometry in ORCA input format:
```
! RIJCOSX wB97M-V def2-TZVPD def2/J DEFGRID3
* xyz 0 1
C 0.56862 1.20087 0.08738
C 3.78176 -0.07787 0.26046
C -0.28838 0.05356 -0.27914
C -1.76547 0.12087 -0.08771
O 1.76651 1.19687 0.29160
O 4.08185 -0.62848 1.27065
O 4.32784 0.33280 -0.80967
O -2.29434 0.20162 1.22209
H 0.11778 -0.82470 0.20383
H -0.00135 0.08438 -1.35661
H -1.99277 0.86392 -0.84945
H -2.34078 -0.81888 -0.60869
H 5.29663 0.34917 -0.89321
H -2.18312 1.01905 1.74562
*
```

Mulliken population analysis, charges in e, atoms 1 to 4: -0.15 0.43 -0.03 -0.45

=====

Record 4
C6H11N | ωB97M-V with the def2-TZVPD basis set

HOMO-LUMO gap = 9.76 eV
F_max = 2.34 eV/Å
Structure (SMILES) = C=CNC/C=C/C
Lowest unoccupied orbital energy = 1.19 eV
ΔE to the lowest compared entry with this formula, charge and spin = 231.5 kJ/mol

The geometry in ORCA input format:
```
! RIJCOSX wB97M-V def2-TZVPD def2/J DEFGRID3
* xyz 0 1
C -1.36399 -2.32942 0.23165
C -0.26646 -2.47838 -0.47978
N 0.44414 -1.56069 -1.33919
C 1.08265 -0.39329 -0.74337
C 0.29727 0.53188 0.17826
C 0.42538 1.84570 0.12066
C -0.32941 2.79492 1.03713
H -1.90324 -1.39221 0.30289
H -1.69069 -3.14162 0.86964
H 0.45193 -3.28817 -0.35861
H 0.25811 -1.38086 -2.31196
H 1.95075 -0.73964 -0.13697
H 1.52388 0.24313 -1.51573
H -0.41719 0.01536 0.80476
H 1.15865 2.35254 -0.50169
H -0.97286 3.45835 0.45245
H -0.91387 2.09055 1.64772
H 0.26494 3.37184 1.74215
*
```

Mulliken population analysis, charges in e, atoms 1 to 4: -0.61 -0.24 -0.26 -0.71

=====

Record 5
C19H51NO13S3 | ωB97M-V with the def2-TZVPD basis set

HOMO-LUMO gap = 9.46 eV
F_max = 2.44 eV/Å
Structure (SMILES) = CCOS(C)(=O)=O.CCOS(C)(=O)=O.CCOS(C)(=O)=O.CC#N.CCO.CCO.CCO.CCO
Lowest unoccupied orbital energy = -0.01 eV

The geometry in ORCA input format:
```
! RIJCOSX wB97M-V def2-TZVPD def2/J DEFGRID3
* xyz 0 1
C -0.10097 1.81119 -4.55986
C -1.51163 1.32776 -4.27828
O -1.69791 1.20859 -2.87228
S -2.92591 0.30659 -2.33996
C -2.23712 -1.37115 -2.58602
O -3.07183 0.54291 -0.92127
O -4.06127 0.60869 -3.19147
H 0.71883 1.11728 -4.37190
H 0.11644 2.75824 -4.06483
H 0.02717 2.04221 -5.62065
H -2.23020 2.03360 -4.69838
H -1.73667 0.40818 -4.82532
H -1.68748 -1.41659 -3.52031
H -3.11801 -2.00006 -2.71419
H -1.74332 -1.53233 -1.63310
C 1.62881 -0.52232 -1.48629
C 0.84785 0.39864 -0.54616
O 1.11959 -0.11253 0.74100
S 0.89702 0.89983 2.02862
C 2.54227 0.64356 2.81529
O 0.76386 2.27313 1.57570
O -0.05325 0.36936 2.94873
H 1.62504 -0.22693 -2.53640
H 1.18130 -1.51881 -1.53143
H 2.66023 -0.67314 -1.17006
H 1.21965 1.41325 -0.70436
H -0.22605 0.39810 -0.73367
H 2.39214 -0.30060 3.33315
H 2.55354 1.47383 3.51931
H 3.27132 0.55390 2.01817
C -7.56233 -1.36387 2.82915
C -6.16629 -1.68175 2.41296
O -5.35340 -0.98782 3.38594
S -3.91704 -1.68492 3.85192
C -2.87843 -0.99679 2.50791
O -3.53018 -0.98278 5.04606
O -4.01146 -3.14015 3.74960
H -7.75912 -0.31235 2.61607
H -7.71290 -1.49727 3.89935
H -8.28330 -2.00469 2.31767
H -5.97701 -2.75213 2.49971
H -5.99721 -1.30510 1.40311
H -3.39761 -1.30121 1.59769
H -1.88458 -1.43466 2.47904
H -2.88411 0.08471 2.59382
C -1.41546 2.89604 5.26581
C 0.05516 3.06762 5.23857
N 1.18245 3.29654 5.15001
H -1.81163 2.92027 4.25069
H -1.85446 3.64413 5.92084
H -1.74182 1.91123 5.60386
C -1.75343 5.31003 -0.91012
C -1.34435 4.13165 -0.03297
O -0.94510 4.58081 1.26187
H -0.94149 5.85208 -1.39271
H -2.42536 6.03826 -0.45666
H -2.32832 4.85806 -1.72558
H -0.39731 3.71893 -0.39828
H -2.08643 3.33376 0.03899
H -0.30434 3.95706 1.61637
C 5.89113 1.90377 -0.79927
C 4.87467 1.64023 -1.94036
O 5.56046 1.59799 -3.18429
H 6.34823 2.83969 -1.11850
H 6.63952 1.12467 -0.65977
H 5.36527 2.04101 0.14678
H 4.29538 2.54537 -2.12830
H 4.22178 0.80532 -1.67905
H 6.17255 0.85514 -3.21012
C 0.51449 -5.72929 -3.67807
C 0.98110 -4.38277 -3.12430
O -0.10639 -3.45943 -2.88103
H -0.21917 -5.76749 -4.48684
H 0.03266 -6.31710 -2.89295
H 1.32200 -6.33734 -4.09175
H 1.62949 -3.87013 -3.83215
H 1.36368 -4.54178 -2.11576
H -0.35668 -3.60850 -1.96637
C 5.26831 -2.70582 0.66192
C 4.21596 -2.45151 1.72855
O 4.80457 -1.60195 2.69309
H 6.03845 -3.35582 1.07604
H 5.65682 -1.75597 0.28606
H 4.98802 -3.12674 -0.31025
H 3.97440 -3.36843 2.27383
H 3.31077 -2.00525 1.31832
H 5.47600 -2.03791 3.22012
*
```

Mulliken population analysis, charges in e, atoms 1 to 4: -1.17 -0.23 -0.20 1.14

=====

Record 6
C6H8O2 | ωB97M-V with the def2-TZVPD basis set

HOMO-LUMO gap = 7.63 eV
F_max = 6.85 eV/Å
Lowest unoccupied orbital energy = -1.37 eV
ΔE to the lowest compared entry with this formula, charge and spin = 860.5 kJ/mol

The geometry in ORCA input format:
```
! RIJCOSX wB97M-V def2-TZVPD def2/J DEFGRID3
* xyz 0 1
C -0.80018 -0.63635 -0.48366
C -1.22340 0.73384 -0.61649
C -0.20351 1.55145 -0.12240
C 1.07951 0.80607 0.21875
C 0.81698 -0.27626 1.31611
C 0.70142 -0.56423 -0.04118
H -2.47395 -1.39991 -0.02629
H -1.01222 -1.11345 -1.35525
H -2.31746 0.77320 -0.77808
H -0.25083 2.75707 -0.16190
H 2.12978 1.36568 0.10109
H 0.06441 -0.32004 2.13207
H 1.67983 -1.03140 1.78707
H 1.94605 0.05711 -1.59408
O -1.58572 -1.25761 0.57196
O 1.44931 -1.44518 -0.94771
*
```

Mulliken population analysis, charges in e, atoms 1 to 4: 0.01 -0.29 -0.31 -0.74

=====

Record 7
C36H36F40N2O9P2S2 | ωB97M-V with the def2-TZVPD basis set

HOMO-LUMO gap = 7.68 eV
F_max = 1.26 eV/Å
Lowest unoccupied orbital energy = -0.83 eV

The geometry in ORCA input format:
```
! RIJCOSX wB97M-V def2-TZVPD def2/J DEFGRID3
* xyz 0 1
C 4.47063 0.88689 1.81460
C 3.07296 1.46562 1.63781
C 2.36217 1.61620 2.97784
C 1.06782 2.37783 2.91747
C -0.20937 1.66028 2.94425
P -0.09710 -0.14643 3.05639
P -0.01930 -0.79649 0.98637
O -1.13403 -1.69431 0.62035
O 1.41144 -1.48334 0.77970
O 0.13885 0.52005 0.10527
C -1.42664 2.35512 2.95763
O -2.68936 1.88580 3.09170
C -3.35164 1.07734 2.09653
C -4.23293 0.04246 2.76852
C -1.37467 3.79384 2.91866
N -2.44168 4.60584 2.90681
S -1.87960 6.10026 2.85302
N -0.30443 5.82360 2.82561
C -0.13433 4.49153 2.86710
C 1.10287 3.77106 2.87774
S 2.60634 4.70104 2.94534
H 5.01302 1.42370 2.58709
H 4.41501 -0.16324 2.08532
H 5.03587 0.94881 0.88981
H 3.12771 2.42235 1.12696
H 2.50859 0.77421 1.01185
H 3.02931 2.09934 3.68582
H 2.18056 0.61998 3.36706
H -1.39032 -0.57807 3.35040
H 1.28339 -2.42545 0.63979
H 0.86666 0.45827 -0.51957
H -3.98464 1.76824 1.54288
H -2.64216 0.65046 1.39928
H -4.41995 -0.80226 2.12246
H -3.75824 -0.31170 3.67934
H -5.17332 0.48626 3.07722
H 2.54550 5.20122 1.70764
C -5.17801 -2.40850 -1.87489
C -5.34337 -2.92004 -0.44064
C -4.40280 -4.02434 0.04464
F -4.55756 -5.15082 -0.69374
F -4.72386 -4.31323 1.32806
F -6.62788 -3.26139 -0.20745
F -5.04134 -1.84669 0.35167
O -6.03786 -2.92316 -2.87156
C -5.77213 -4.05633 -3.56956
C -6.81930 -5.14364 -3.30961
F -6.91980 -5.42212 -1.99575
F -6.44437 -6.28882 -3.94251
F -4.52394 -4.51536 -3.36481
F -5.88307 -3.76164 -4.88384
H -5.45546 -1.35796 -1.81431
H -4.13246 -2.44484 -2.18081
H -3.37120 -3.67743 0.00176
H -7.79169 -4.83078 -3.68149
C -2.20969 8.54048 7.50403
C -3.33360 8.27820 8.51276
C -2.95857 7.72401 9.89005
F -2.36108 6.52158 9.78211
F -4.09176 7.57794 10.61029
F -4.29601 7.51704 7.95828
F -3.87148 9.50600 8.78082
O -1.95796 7.56202 6.51989
C -1.12143 6.50507 6.71728
C -1.85701 5.15852 6.63750
F -2.87454 5.11943 7.51562
F -0.97609 4.18060 6.94376
F -0.41288 6.61232 7.85438
F -0.24454 6.49296 5.69149
H -2.56450 9.39622 6.93289
H -1.29478 8.85135 8.00936
H -2.29321 8.41824 10.41107
H -2.24005 5.00343 5.62621
C 10.04420 -2.06989 1.83246
C 8.90300 -1.60675 2.74565
C 7.47639 -1.63269 2.19061
F 7.36239 -0.82976 1.11284
F 6.63851 -1.18121 3.14786
F 9.17358 -0.38933 3.25354
F 8.87929 -2.49812 3.77957
O 10.78560 -1.08010 1.14841
C 10.41555 -0.58024 -0.05973
C 10.09780 0.92056 0.00719
F 9.15426 1.17548 0.92751
F 9.62867 1.30272 -1.20591
F 9.40647 -1.26599 -0.62273
F 11.48056 -0.68012 -0.88558
H 10.76791 -2.51060 2.51504
H 9.71356 -2.86317 1.16165
H 7.18820 -2.65078 1.91398
H 11.00103 1.48360 0.24692
C 8.81536 1.99962 -4.29225
C 9.65545 2.18763 -5.55964
C 9.95668 3.61360 -6.02802
F 8.82042 4.27906 -6.31394
F 10.70624 3.54205 -7.14923
F 9.13871 1.47169 -6.57770
F 10.88183 1.66332 -5.26216
O 7.43518 1.73613 -4.43905
C 6.49762 2.71163 -4.55781
C 5.77380 2.66292 -5.91107
F 6.65237 2.73724 -6.92566
F 4.93616 3.72017 -5.98017
F 6.98349 3.93792 -4.30689
F 5.53841 2.46055 -3.63530
H 9.20221 1.08600 -3.84611
H 8.99974 2.79782 -3.57284
H 10.51563 4.15624 -5.26046
H 5.20255 1.73614 -5.98780
C -8.71767 -8.28964 -7.08986
C -9.00490 -6.94400 -6.41520
C -9.29864 -6.94047 -4.91519
F -10.40415 -7.65274 -4.62238
F -9.52667 -5.65821 -4.51753
F -9.98073 -6.28640 -7.07368
F -7.85791 -6.21578 -6.53972
O -9.77507 -8.93341 -7.76678
C -10.64963 -9.77483 -7.15178
C -12.09079 -9.24687 -7.19677
F -12.16435 -8.01647 -6.65927
F -12.86965 -10.08418 -6.47940
F -10.27965 -10.08405 -5.89853
F -10.66892 -10.92371 -7.86402
H -8.01702 -8.03869 -7.88385
H -8.19970 -8.96594 -6.40921
H -8.45685 -7.33494 -4.34629
H -12.43775 -9.21654 -8.23103
*
```

Mulliken population analysis, charges in e, atoms 1 to 4: -1.51 0.52 -1.90 0.35

=====

no.,energy (eV)
1,-8202.56572
2,-36479.71963
3,-12430.26632
4,-7888.13170
5,-81139.27056
6,-10437.80794
7,-208273.19569